# C26H70BN4O2P

A 5-piece molecular cluster, C26H70BN4O2P overall in a non-equilibrium geometry (wB97M-V/def2-TZVPD, the OMol25 dataset).

Computed properties:
SMILES string   CCOB(O)[PH4].CCN(CC)CC.CCN(CC)CC.CCN(CC)CC.CCN(CC)CC
Orbital gap   7.908 eV
Strongest force on any atom   1.3 eV Å⁻¹

Each line ends with the Mulliken charge.
Cartesian coordinates (Å):
C (4.845, -0.451, -2.614)  -1.220
C (3.700, 0.397, -3.146)  0.000
O (2.792, 0.659, -2.079)  -0.549
B (1.482, 0.802, -2.479)  0.722
O (0.968, 2.090, -2.581)  -0.461
P (0.267, -0.723, -2.814)  -0.027
H (5.283, -1.074, -3.376)  0.363
H (4.444, -1.052, -1.814)  0.324
H (5.592, 0.186, -2.166)  0.269
H (3.228, -0.126, -3.973)  0.376
H (4.126, 1.317, -3.524)  0.048
H (1.053, 2.490, -1.695)  0.280
H (1.035, -1.191, -3.951)  -0.010
H (0.477, -1.144, -1.438)  -0.032
H (-0.840, 0.151, -3.061)  -0.104
H (-0.606, -1.894, -2.991)  0.031
C (2.305, 5.238, -4.303)  -1.222
C (3.620, 5.975, -4.504)  -0.312
N (4.241, 6.371, -3.254)  0.104
C (5.321, 7.326, -3.422)  -0.729
C (6.574, 6.876, -4.184)  -0.966
C (4.477, 5.304, -2.299)  -0.828
C (5.342, 4.116, -2.739)  -0.774
H (1.629, 5.815, -3.671)  0.318
H (1.818, 5.080, -5.265)  0.455
H (2.447, 4.256, -3.849)  0.058
H (3.418, 6.888, -5.070)  0.468
H (4.282, 5.358, -5.133)  0.240
H (5.618, 7.684, -2.433)  0.355
H (4.905, 8.199, -3.934)  0.415
H (7.189, 6.196, -3.597)  0.231
H (7.192, 7.746, -4.417)  0.398
H (6.328, 6.393, -5.130)  0.272
H (3.506, 4.915, -1.981)  0.342
H (4.908, 5.747, -1.399)  0.379
H (5.056, 3.744, -3.724)  0.210
H (5.218, 3.293, -2.032)  0.342
H (6.402, 4.363, -2.761)  0.253
C (-4.271, -3.709, 2.610)  -1.476
C (-3.100, -2.777, 2.882)  -0.292
N (-1.878, -3.193, 2.222)  0.222
C (-0.696, -2.503, 2.703)  -0.644
C (-0.596, -0.990, 2.471)  -0.898
C (-1.970, -3.369, 0.784)  -1.231
C (-2.435, -2.175, -0.058)  -0.317
H (-4.010, -4.740, 2.853)  0.332
H (-5.123, -3.419, 3.226)  0.438
H (-4.594, -3.670, 1.569)  0.286
H (-2.908, -2.777, 3.958)  0.464
H (-3.395, -1.748, 2.619)  0.249
H (0.186, -2.985, 2.273)  0.296
H (-0.628, -2.686, 3.781)  0.303
H (-0.381, -0.749, 1.430)  0.091
H (0.222, -0.583, 3.070)  0.438
H (-1.506, -0.468, 2.768)  0.291
H (-2.646, -4.205, 0.588)  0.469
H (-0.997, -3.708, 0.422)  0.333
H (-3.317, -1.689, 0.363)  0.314
H (-2.700, -2.515, -1.060)  0.335
H (-1.651, -1.426, -0.171)  -0.043
C (2.587, -2.793, 10.115)  -1.439
C (2.646, -2.583, 8.610)  -0.329
N (1.595, -3.284, 7.898)  0.128
C (1.808, -3.347, 6.464)  -0.857
C (1.810, -2.033, 5.674)  -0.727
C (0.240, -2.986, 8.327)  -0.709
C (-0.227, -1.524, 8.282)  -0.916
H (2.572, -3.855, 10.359)  0.335
H (3.467, -2.349, 10.583)  0.434
H (1.710, -2.323, 10.562)  0.293
H (3.601, -2.973, 8.249)  0.444
H (2.652, -1.501, 8.400)  0.261
H (1.059, -4.018, 6.036)  0.386
H (2.769, -3.845, 6.300)  0.388
H (0.808, -1.621, 5.567)  -0.039
H (2.191, -2.215, 4.667)  0.407
H (2.451, -1.278, 6.130)  0.399
H (0.124, -3.348, 9.352)  0.372
H (-0.443, -3.600, 7.736)  0.345
H (0.510, -0.845, 8.711)  0.241
H (-1.145, -1.416, 8.863)  0.375
H (-0.449, -1.192, 7.269)  0.228
C (-7.639, -1.967, -3.450)  -1.441
C (-6.502, -0.988, -3.199)  -0.323
N (-5.270, -1.367, -3.863)  0.232
C (-4.111, -0.629, -3.396)  -0.283
C (-4.068, 0.884, -3.642)  -1.307
C (-5.365, -1.566, -5.298)  -0.698
C (-5.878, -0.401, -6.155)  -0.983
H (-7.339, -2.984, -3.197)  0.331
H (-8.497, -1.701, -2.831)  0.440
H (-7.972, -1.953, -4.489)  0.294
H (-6.302, -0.968, -2.125)  0.447
H (-6.837, 0.025, -3.472)  0.252
H (-3.215, -1.084, -3.830)  0.445
H (-4.027, -0.800, -2.318)  -0.098
H (-3.872, 1.125, -4.686)  0.251
H (-3.260, 1.327, -3.055)  0.472
H (-4.993, 1.376, -3.340)  0.333
H (-6.013, -2.428, -5.475)  0.398
H (-4.383, -1.876, -5.661)  0.339
H (-6.772, 0.057, -5.732)  0.250
H (-6.140, -0.767, -7.150)  0.379
H (-5.127, 0.376, -6.288)  0.267



# C26H70N4O6P4

A 4-piece molecular cluster, C26H70N4O6P4 overall in a non-equilibrium geometry (wB97M-V/def2-TZVPD, the OMol25 dataset).

Computed properties:
SMILES string   CCCNP(CCO)(P(O)O)(P(C)CC)P(=O)(O)O.CCN(CC)CC.CCN(CC)CC.CCN(CC)CC
Orbital gap   7.672 eV
Strongest force on any atom   2.1 eV Å⁻¹

Each line ends with the Mulliken charge.
Cartesian coordinates (Å):
C (0.135, -4.701, -6.261)  -0.932
C (-0.460, -3.351, -6.666)  -0.872
C (-0.154, -2.234, -5.663)  -0.293
N (-1.204, -2.291, -4.609)  -0.244
P (-0.851, -1.665, -3.060)  0.484
C (-2.125, -0.491, -2.275)  -0.783
C (-3.582, -0.878, -2.389)  -1.092
O (-3.958, -1.100, -3.748)  -0.581
P (-1.738, -3.496, -2.064)  -0.118
O (-2.306, -2.914, -0.609)  -0.227
O (-3.145, -3.952, -2.858)  -0.584
P (1.101, -2.050, -1.973)  0.172
C (0.820, -1.289, -0.310)  -0.379
C (1.426, -3.866, -1.768)  -0.198
C (1.176, -4.430, -0.363)  -1.207
P (0.222, 0.194, -3.907)  0.336
O (1.592, 0.007, -4.381)  -0.732
O (-0.677, 0.979, -5.004)  -0.610
O (0.315, 1.249, -2.667)  -0.297
H (-0.552, -5.486, -6.557)  0.327
H (0.271, -4.807, -5.190)  0.149
H (1.047, -4.883, -6.813)  0.356
H (-1.541, -3.411, -6.757)  0.314
H (-0.087, -3.058, -7.638)  0.469
H (-0.183, -1.309, -6.212)  0.153
H (0.833, -2.431, -5.259)  0.393
H (-1.373, -3.287, -4.484)  0.331
H (-2.059, 0.464, -2.782)  0.817
H (-1.842, -0.340, -1.240)  0.152
H (-3.874, -1.691, -1.738)  0.487
H (-4.138, -0.003, -2.050)  0.502
H (-4.674, -1.754, -3.715)  0.363
H (-2.451, -3.703, -0.058)  0.300
H (-3.318, -3.425, -3.653)  0.319
H (1.518, -1.708, 0.400)  0.620
H (0.955, -0.225, -0.436)  -0.260
H (-0.184, -1.445, 0.079)  0.082
H (0.959, -4.464, -2.537)  0.033
H (2.495, -3.949, -1.933)  0.588
H (1.082, -5.506, -0.376)  0.398
H (2.017, -4.148, 0.261)  0.361
H (0.295, -3.980, 0.075)  0.166
H (-0.064, 1.163, -5.738)  0.346
H (-0.402, 1.902, -2.720)  0.304
C (1.141, 2.787, 0.253)  -0.259
C (0.525, 4.152, 0.507)  -0.693
N (-0.924, 4.139, 0.412)  0.278
C (-1.512, 5.467, 0.431)  -0.701
C (-1.366, 6.309, 1.705)  -0.982
C (-1.592, 3.137, 1.222)  -0.248
C (-1.381, 3.157, 2.742)  -0.934
H (0.844, 2.406, -0.722)  -0.127
H (2.230, 2.861, 0.273)  -0.003
H (0.853, 2.060, 1.015)  0.277
H (0.904, 4.848, -0.246)  0.463
H (0.888, 4.525, 1.479)  0.278
H (-2.574, 5.377, 0.187)  0.370
H (-1.073, 6.028, -0.400)  0.430
H (-2.038, 5.976, 2.495)  0.233
H (-1.621, 7.348, 1.488)  0.400
H (-0.347, 6.300, 2.092)  0.271
H (-1.286, 2.154, 0.854)  -0.272
H (-2.664, 3.184, 1.010)  0.506
H (-0.343, 3.345, 3.020)  0.288
H (-1.661, 2.186, 3.156)  0.185
H (-2.007, 3.904, 3.228)  0.315
C (5.325, 2.976, 1.917)  -1.274
C (6.496, 2.171, 1.373)  -0.323
N (6.205, 0.759, 1.215)  0.144
C (7.384, -0.037, 0.927)  -0.683
C (8.122, 0.205, -0.395)  -0.970
C (5.025, 0.449, 0.426)  -0.769
C (4.969, 0.947, -1.025)  -0.946
H (4.991, 2.581, 2.877)  0.327
H (5.632, 4.013, 2.064)  0.467
H (4.477, 2.985, 1.231)  0.088
H (7.325, 2.264, 2.079)  0.479
H (6.836, 2.640, 0.435)  0.245
H (7.108, -1.094, 0.990)  0.346
H (8.092, 0.122, 1.747)  0.419
H (7.595, -0.228, -1.243)  0.236
H (9.105, -0.269, -0.357)  0.393
H (8.281, 1.265, -0.592)  0.270
H (4.154, 0.845, 0.954)  0.356
H (4.881, -0.635, 0.438)  0.348
H (5.335, 1.969, -1.128)  0.269
H (3.936, 0.931, -1.378)  0.275
H (5.542, 0.310, -1.697)  0.320
C (-2.674, -0.753, 2.634)  -1.131
C (-3.605, -0.081, 3.632)  -0.691
N (-4.781, -0.863, 3.962)  0.138
C (-5.767, -0.114, 4.721)  -0.686
C (-5.394, 0.368, 6.128)  -0.987
C (-4.523, -2.215, 4.424)  -0.620
C (-3.656, -2.398, 5.678)  -0.982
H (-3.194, -0.984, 1.703)  0.280
H (-1.846, -0.080, 2.402)  0.325
H (-2.239, -1.673, 3.025)  0.329
H (-3.939, 0.861, 3.188)  0.498
H (-3.021, 0.188, 4.527)  0.276
H (-6.680, -0.713, 4.782)  0.377
H (-6.040, 0.762, 4.123)  0.386
H (-5.416, -0.441, 6.857)  0.239
H (-6.116, 1.115, 6.462)  0.404
H (-4.408, 0.832, 6.159)  0.265
H (-4.057, -2.767, 3.605)  0.255
H (-5.484, -2.712, 4.576)  0.412
H (-2.790, -1.735, 5.681)  0.234
H (-3.283, -3.423, 5.721)  0.380
H (-4.220, -2.227, 6.594)  0.292